Record 1
33
Properties=species:S:1:pos:R:3:lowdin_charge:R:1 method="wB97M-V/def2-TZVPD" spin_multiplicity=1 charge=-1 e_tot_ha=-5766.28492
Ir 0.328 -1.430 0.843 1.12
O 2.691 -4.081 3.046 -0.31
Cl 2.363 -3.478 1.811 0.60
O 3.224 -3.920 0.783 -0.32
O 2.448 -2.040 1.939 -0.46
O 0.997 -3.772 1.466 -0.43
O 1.867 -0.127 -0.329 -0.22
N 1.727 -0.064 -1.604 -0.22
C 2.195 1.021 -2.251 -0.01
C 2.175 1.118 -3.618 -0.06
C 1.660 0.064 -4.372 -0.08
C 1.118 -1.010 -3.707 -0.09
C 1.122 -1.070 -2.308 -0.63
S 0.403 -2.399 -1.499 0.74
H 2.603 1.787 -1.609 0.14
H 2.560 2.015 -4.077 0.10
H 1.685 0.101 -5.450 0.10
H 0.664 -1.837 -4.228 0.10
Cl -3.208 4.437 3.574 0.64
C -2.516 3.211 2.574 -0.70
C -1.365 2.549 2.976 -0.14
C -0.830 1.569 2.163 -0.55
Cl 0.545 0.629 2.670 0.76
C -1.382 1.240 0.894 -0.50
O -0.871 0.405 0.075 -0.20
C -2.578 1.934 0.571 -0.60
Cl -3.333 1.531 -0.919 0.71
C -3.143 2.894 1.379 -0.15
H -0.889 2.775 3.916 0.10
H -4.063 3.375 1.085 0.10
Se -4.145 -3.021 1.134 0.53
C -2.562 -2.412 1.426 -0.99
N -1.490 -1.996 1.646 -0.11

---

Record 2
10
Properties=species:S:1:pos:R:3:lowdin_charge:R:1 method="wB97M-V/def2-TZVPD" spin_multiplicity=1 smiles=[O-]P(Cl)NCO charge=-1 de_lowest_kcal_mol=42.47 e_tot_ha=-1047.39787
O 2.417 0.132 -1.359 -0.61
P 1.360 0.793 -0.602 0.24
Cl 1.950 0.281 1.390 0.07
N -0.111 -0.209 -0.857 -0.28
C -1.278 0.073 -0.059 -0.43
O -1.029 -0.344 1.261 -0.16
H 0.124 -1.184 -0.660 0.06
H -1.236 1.205 -0.086 0.09
H -2.141 -0.475 -0.422 0.10
H -0.057 -0.273 1.395 -0.07

---

Record 3
18
Properties=species:S:1:pos:R:3:lowdin_charge:R:1 method="wB97M-V/def2-TZVPD" spin_multiplicity=1 de_lowest_kcal_mol=48.70 e_tot_ha=-1576.75965
C 1.520 -0.192 -0.606 -0.06
C 1.315 -0.081 0.765 -0.05
C 0.445 -0.316 -1.458 -0.04
C 0.004 -0.044 1.244 0.02
C -0.869 -0.339 -0.970 -0.07
C -1.139 -0.304 0.362 -0.42
C -2.371 -0.540 0.948 -0.23
O -3.666 -1.649 -1.314 -0.39
O -4.267 -2.177 1.054 -0.35
S -3.286 -1.814 0.076 0.24
Cl -1.817 -3.182 0.095 0.49
I -4.552 1.440 -0.159 0.16
H 2.498 -0.191 -0.929 0.09
H 2.244 0.090 1.281 0.11
H 0.565 -0.591 -2.556 0.14
H -0.398 0.368 2.216 0.14
H -1.829 -0.611 -1.468 0.10
H -2.574 -0.420 2.032 0.12

---

Record 4
19
Properties=species:S:1:pos:R:3:lowdin_charge:R:1 method="wB97M-V/def2-TZVPD" spin_multiplicity=1 smiles=C1[C@H]2C[C@@H]12.CCO de_lowest_kcal_mol=68.05 e_tot_ha=-310.95083
C -2.386 -0.784 1.036 -0.08
C -1.293 -0.912 0.032 -0.25
C -1.619 0.308 -0.775 -0.10
C -2.668 -0.691 -0.428 -0.18
H -2.470 0.133 1.624 0.10
H -2.668 -1.687 1.570 0.11
H -0.547 -1.663 -0.179 0.14
H -1.226 0.304 -1.788 0.11
H -1.599 1.280 -0.275 0.11
H -3.298 -1.301 -1.054 0.13
C 3.069 1.036 -0.052 -0.09
C 1.892 0.088 -0.132 -0.34
O 1.039 0.429 0.943 -0.09
H 3.495 0.958 0.951 0.08
H 2.694 2.055 -0.170 0.08
H 3.853 0.845 -0.791 0.07
H 2.219 -0.958 -0.042 0.11
H 1.385 0.174 -1.107 0.11
H 0.126 0.386 0.635 0.02